[1]
Formula: C22H35F3N3P2STb
Source: the Open Molecules 2025 dataset
Level of theory: ωB97M-V with the def2-TZVPD basis set

Computed properties:
- energy above the lowest of the compared OMol25 structures with the same formula, charge and spin (kJ/mol) = 34.59
- charge = +2
- 2S+1 = 7
- orbital gap (alpha / beta) (Eh) = 0.2847 / 0.2986

Last column: Mulliken spin population.
Positions of all 67 atoms, in Å:
1 Tb 0.57830 -0.03103 -0.10631  5.942
2 S -0.40400 0.24777 -2.52121  -0.005
3 P -1.98810 -1.13653 0.54449  0.020
4 P -1.00930 2.01567 1.07559  0.019
5 F 0.97400 1.61887 -6.42701  0.000
6 F 0.18690 -0.13153 -5.45261  0.000
7 F -0.65000 1.80997 -5.03701  0.000
8 N 1.63250 -0.85993 2.04199  0.017
9 N 1.98130 1.08907 -1.79171  0.007
10 N 2.05190 -2.04373 -0.61321  0.006
11 C -0.57370 3.34987 2.25949  -0.001
12 C -2.92770 -1.24743 -1.02511  -0.001
13 C -3.48550 2.27327 2.32969  0.000
14 C 3.19200 1.62057 -2.04001  -0.001
15 C 2.69890 0.12757 2.32259  0.005
16 C -2.41730 -2.73953 1.34119  0.000
17 C -2.61800 1.38427 1.69719  -0.002
18 C -1.60780 2.99397 -0.35721  0.001
19 C 3.62130 1.99707 -3.29411  -0.002
20 C 0.49740 1.16207 -5.27301  0.000
21 C -4.75570 1.87847 2.70659  0.000
22 C 2.75090 1.85537 -4.37651  0.001
23 C 3.50640 -1.98053 -0.86371  0.001
24 C 1.80430 -2.89413 0.57579  0.007
25 C 1.12840 0.94407 -2.84701  0.005
26 C -3.03710 0.06767 1.45429  -0.010
27 C 1.49370 1.33817 -4.14901  0.002
28 C -5.16990 0.57847 2.46659  0.000
29 C 0.66260 -0.84253 3.15529  -0.001
30 C 2.22650 -2.21813 1.89149  -0.008
31 C 1.42030 -2.67593 -1.79641  0.009
32 C -4.31660 -0.31723 1.84779  -0.002
33 H 1.15020 -0.99943 4.12529  0.000
34 H -2.85670 -0.31373 -1.58401  0.000
35 H 2.26750 1.11917 2.49129  0.000
36 H -3.97560 -1.46583 -0.81981  0.000
37 H -6.15540 0.25797 2.76539  0.000
38 H 3.83790 1.74027 -1.17571  -0.001
39 H -1.23550 4.20827 2.14229  0.000
40 H -2.50460 -2.03653 -1.64711  0.000
41 H -5.42360 2.58907 3.16969  0.000
42 H 1.82240 -3.68083 -1.97811  0.000
43 H 0.33370 -2.76073 -1.65961  -0.001
44 H -3.18370 3.29247 2.51829  0.000
45 H 4.01410 -1.48463 -0.03821  -0.001
46 H 3.39250 0.18597 1.47779  0.000
47 H 1.61030 -2.08093 -2.69481  0.000
48 H 0.44590 3.67717 2.05309  0.000
49 H -1.68690 -3.49253 1.04239  0.000
50 H -0.07310 -1.63343 3.01359  -0.001
51 H 4.61050 2.39737 -3.43991  0.000
52 H 3.04400 2.14257 -5.37521  0.000
53 H -0.79610 3.63187 -0.70961  0.000
54 H 0.73010 -3.12533 0.60909  0.000
55 H -2.44610 3.62167 -0.04941  0.000
56 H -0.63050 2.98637 3.28549  0.000
57 H 3.27290 -0.14123 3.21869  -0.001
58 H -1.92610 2.33757 -1.17131  -0.001
59 H -4.65070 -1.32803 1.66779  0.000
60 H 3.31640 -2.15153 1.94459  0.000
61 H 0.14120 0.11787 3.18169  -0.001
62 H -3.39890 -3.09243 1.02609  0.000
63 H 2.35320 -3.84163 0.48309  0.000
64 H 1.91460 -2.86183 2.71909  0.001
65 H 3.93400 -2.98373 -0.97461  -0.001
66 H 3.70560 -1.42753 -1.78281  0.000
67 H -2.40050 -2.63783 2.42699  0.000

***

[2]
Formula: C5H9Cl
Source: the Open Molecules 2025 dataset
Level of theory: ωB97M-V with the def2-TZVPD basis set

Computed properties:
- energy above the lowest of the compared OMol25 structures with the same formula, charge and spin (kJ/mol) = 497.12
- 2S+1 = 1
- orbital gap (Eh) = 0.3856

Last column: Mulliken charge in e.
Positions of all 15 atoms, in Å:
1 Cl 2.15894 0.06444 -0.02940  -0.237
2 C -0.47797 1.29915 0.09068  -1.122
3 C 0.63085 -0.97581 -0.38216  -0.569
4 C -2.59826 0.07877 -0.48862  -0.721
5 C -1.80989 -0.65497 0.32353  -0.412
6 C -0.34125 -0.12053 0.51180  0.376
7 H -2.58983 0.91724 -1.08104  0.386
8 H -2.54113 -1.62982 1.07169  0.166
9 H 0.19744 -0.22563 1.62960  0.368
10 H 0.52738 1.96437 -0.10975  0.262
11 H -3.80694 -0.21209 -0.15033  0.148
12 H 0.57300 -2.00040 -0.15681  0.422
13 H -1.00882 1.51921 -0.76801  0.339
14 H 0.49278 -0.80750 -1.45672  0.313
15 H -0.96666 1.61938 1.18981  0.280

***

[3]
Formula: C41H58BiN4O3S
Source: the Open Molecules 2025 dataset
Level of theory: ωB97M-V with the def2-TZVPD basis set

Computed properties:
- energy above the lowest of the compared OMol25 structures with the same formula, charge and spin (kJ/mol) = 25.32
- charge = +1
- 2S+1 = 1
- orbital gap (Eh) = 0.1985

Last column: Mulliken charge in e.
Positions of all 108 atoms, in Å:
1 Bi -1.54119 0.45140 0.85705  1.292
2 S -3.05667 2.43471 2.39245  -0.470
3 O -1.82283 -1.32606 -0.57441  -0.013
4 O -1.03925 -1.04192 2.16383  -0.405
5 O 0.15926 2.08319 1.33863  -0.706
6 N -5.05183 1.99357 0.55309  0.489
7 N -4.16579 -0.15344 0.87325  0.678
8 N -4.43872 4.08387 0.82926  0.151
9 N 0.54575 -0.17158 -0.08301  -0.527
10 C 5.56895 0.91842 2.72056  -1.573
11 C 0.11709 -2.86612 -3.13650  0.069
12 C -4.32892 -1.46057 1.02378  -0.890
13 C 2.54343 -2.85434 -3.77140  1.975
14 C -3.69609 5.20922 1.32391  -0.754
15 C 1.60666 0.44556 0.42048  -0.399
16 C 3.94590 0.79276 0.88550  -1.002
17 C 0.48774 -1.11099 -1.03128  0.022
18 C -5.84562 2.79203 -0.25402  -0.449
19 C 2.59567 -4.38926 -3.76165  -1.712
20 C -1.00234 -2.46290 -2.46570  -0.942
21 C -6.53555 0.09740 0.73980  -0.730
22 C -6.69662 -1.26693 0.90937  -0.662
23 C -4.18355 2.81422 1.22675  -0.078
24 C 0.05562 -1.64022 4.18394  -1.860
25 C 5.33316 0.35379 1.30783  1.840
26 C 2.40750 2.72079 0.86409  -0.520
27 C -2.40284 -2.85769 -2.91099  2.104
28 C 3.91227 -2.31944 -3.34802  -2.189
29 C -0.83536 -1.61882 -1.32609  0.894
30 C 3.66394 2.18877 0.89366  -0.137
31 C -3.19271 -1.56738 -3.18130  -1.457
32 C -2.39118 -3.67664 -4.20626  -2.274
33 C 1.42391 -2.39774 -2.85525  -1.023
34 C -5.57248 -2.06805 1.05150  -1.438
35 C 2.93280 -0.04383 0.51326  -0.051
36 C 6.38505 0.92087 0.34305  -1.648
37 C -1.78215 0.05320 4.22904  -1.796
38 C 2.24187 -2.33783 -5.18814  -1.639
39 C 5.46195 -1.16945 1.36913  -1.903
40 C 2.23927 4.23608 0.90102  1.935
41 C -5.45921 4.07392 -0.08129  -0.604
42 C -5.23971 0.61452 0.73145  0.016
43 C 3.13533 4.86589 -0.18146  -1.796
44 C 1.58465 -1.50887 -1.83004  -0.406
45 C -3.09123 -3.68865 -1.82195  -1.384
46 C 0.80033 4.68454 0.62935  -1.989
47 C -1.28147 -1.21867 3.55749  1.915
48 C 2.67619 4.74904 2.27969  -1.577
49 C 1.31038 1.78940 0.92631  1.509
50 C -2.31985 -2.33502 3.73501  -1.654
51 H -7.38913 0.75189 0.64746  0.620
52 H -6.58588 2.38638 -0.90935  0.521
53 H 3.94132 -1.23319 -3.39478  0.396
54 H 2.99309 5.94523 -0.18636  0.468
55 H 3.38199 -4.74180 -4.42287  0.481
56 H -3.29235 -0.97479 -2.27591  0.066
57 H 5.34013 -1.61392 0.38412  0.240
58 H 3.70856 4.47312 2.48021  0.306
59 H 4.72154 -1.58758 2.04801  0.380
60 H 4.78563 0.57919 3.39487  0.326
61 H -4.11524 6.13165 0.93032  0.313
62 H 4.18932 4.67505 -0.00042  0.355
63 H 7.37672 0.60308 0.65452  0.489
64 H -5.66138 -3.13538 1.17889  0.528
65 H 2.04854 4.31818 3.05590  0.312
66 H 6.37271 2.00794 0.32289  0.324
67 H -3.28586 -2.01904 3.35049  0.293
68 H 4.50753 2.85803 0.96654  0.559
69 H 3.09059 -1.10190 0.37883  1.147
70 H 0.00228 -3.54035 -3.96530  0.545
71 H 1.66039 -4.82989 -4.09423  0.319
72 H -1.99974 -3.21718 3.18811  0.372
73 H -5.84448 4.96745 -0.52899  0.454
74 H -2.68176 -0.97200 -3.93760  0.339
75 H -2.64876 5.12052 1.02440  0.252
76 H 0.13987 4.39218 1.44008  0.363
77 H -2.53599 -4.60690 -1.64599  0.332
78 H -1.89315 -4.63439 -4.06614  0.403
79 H -7.68950 -1.69192 0.93045  0.453
80 H -2.77688 0.29817 3.86474  0.357
81 H -4.18603 -1.81233 -3.54910  0.451
82 H 0.77119 5.76904 0.53384  0.491
83 H 0.42661 4.24993 -0.29714  0.344
84 H -1.90714 -3.12793 -5.01326  0.452
85 H 0.39048 -2.57720 3.74863  0.419
86 H 5.57089 2.00559 2.72433  0.330
87 H -1.83611 -0.08587 5.30670  0.543
88 H 6.44751 -1.44116 1.73994  0.476
89 H 2.15389 -1.25199 -5.17864  0.350
90 H 2.88466 4.47952 -1.16801  0.392
91 H 1.31709 -2.75176 -5.58187  0.361
92 H -3.41742 -3.87734 -4.50792  0.440
93 H 0.80786 -0.87774 3.99673  0.340
94 H 2.80369 -4.74948 -2.75725  0.383
95 H 2.52902 -1.02592 -1.65338  1.011
96 H 3.04899 -2.61164 -5.86342  0.458
97 H -0.06064 -1.76757 5.25732  0.433
98 H -4.09899 -3.94852 -2.13582  0.493
99 H -3.14569 -3.12853 -0.89597  -0.044
100 H -3.73240 5.21678 2.41471  0.336
101 H -2.42979 -2.59257 4.78645  0.491
102 H 6.20942 0.56298 -0.66852  0.306
103 H 4.16550 -2.64590 -2.34191  0.417
104 H 2.59563 5.83337 2.32459  0.468
105 H -1.11243 0.88444 4.01251  0.306
106 H 6.52569 0.57688 3.10816  0.466
107 H 4.67143 -2.70166 -4.02544  0.496
108 H -3.41455 -2.02599 1.10616  1.047

***

[4]
Formula: C5H16N4
Source: the Open Molecules 2025 dataset
Level of theory: ωB97M-V with the def2-TZVPD basis set

Computed properties:
- energy above the lowest of the compared OMol25 structures with the same formula, charge and spin (kJ/mol) = 404.81
- 2S+1 = 1
- orbital gap (alpha / beta) (Eh) = 0.2733 / 0.2817

Last column: Mulliken charge in e.
Positions of all 25 atoms, in Å:
1 N 1.96427 1.63889 -0.58631  -0.676
2 N -0.07509 2.26007 0.48931  -0.774
3 N -0.11320 0.53805 -1.16818  -0.570
4 N 0.88656 0.15888 0.91030  -0.511
5 C 0.61178 -0.19962 -2.17389  -0.839
6 C -0.30415 -2.27343 1.02590  -1.385
7 C 0.64621 1.16551 -0.16404  0.421
8 C -2.04224 -0.41747 0.93649  -1.578
9 C -0.88398 -1.10001 0.28382  0.960
10 H 0.61144 -2.63960 0.55848  0.344
11 H -2.82286 -1.16559 1.13302  0.420
12 H 2.35140 2.22969 0.14208  0.283
13 H -0.99966 1.92478 0.73759  0.276
14 H -1.77196 0.03230 1.89415  0.307
15 H -0.23872 2.96327 -0.22460  0.266
16 H -1.03355 -3.09391 0.97993  0.418
17 H -0.11588 -2.06327 2.07977  0.337
18 H -1.07421 -1.35361 -0.74711  0.215
19 H 1.36644 -0.91000 -1.78407  0.257
20 H 1.14277 0.44447 -2.89334  0.310
21 H -2.46397 0.34637 0.28602  0.393
22 H 0.93992 0.53121 1.85657  0.264
23 H -0.10183 -0.78433 -2.76626  0.304
24 H 1.85427 2.19230 -1.42774  0.257
25 H 1.66625 -0.42495 0.62213  0.301

***

[5]
Formula: C5H10O
Source: the Open Molecules 2025 dataset
Level of theory: ωB97M-V with the def2-TZVPD basis set

Computed properties:
- energy above the lowest of the compared OMol25 structures with the same formula, charge and spin (kJ/mol) = 145.25
- structure (SMILES) = C=CCOCC
- 2S+1 = 1
- orbital gap (Eh) = 0.3939

Last column: Mulliken charge in e.
Positions of all 16 atoms, in Å:
1 O -0.41753 0.07092 -0.67091  -0.316
2 C -0.25234 -2.62263 1.03713  -0.750
3 C -0.33230 2.40858 -0.84742  -1.147
4 C -0.28976 1.24198 0.12008  -0.248
5 C 0.59203 -0.91151 -0.53707  -0.575
6 C 0.46908 -1.53422 0.82097  0.134
7 H -0.45671 -2.97688 2.04007  0.263
8 H 0.39955 -1.64933 -1.32633  0.336
9 H -1.29128 2.40653 -1.37515  0.270
10 H -0.19653 3.37806 -0.35802  0.364
11 H -0.68921 -3.17575 0.20830  0.241
12 H 0.64310 1.25067 0.70303  0.315
13 H 0.46032 2.26287 -1.58793  0.288
14 H 0.87467 -0.95043 1.64643  0.265
15 H 1.60067 -0.49629 -0.71992  0.272
16 H -1.11376 1.29742 0.84676  0.289

***

[6]
Formula: C4H5N3O5
Source: the Open Molecules 2025 dataset
Level of theory: ωB97M-V with the def2-TZVPD basis set

Computed properties:
- energy above the lowest of the compared OMol25 structures with the same formula, charge and spin (kJ/mol) = 242.61
- structure (SMILES) = COCC(C#N)([N+](=O)[O-])[N+](=O)[O-]
- 2S+1 = 1
- orbital gap (Eh) = 0.3770

Last column: Mulliken charge in e.
Positions of all 17 atoms, in Å:
1 O -2.99658 -2.05405 1.01964  -0.537
2 O -3.96072 1.55326 -0.42509  -0.573
3 O 0.14549 -0.36630 0.60781  -0.343
4 O -1.93449 -2.20132 -0.84899  -0.538
5 O -3.81750 0.57147 1.48610  -0.523
6 N -2.50441 -1.56966 0.03077  0.936
7 N -3.46555 0.76790 0.37270  0.963
8 N -1.99624 0.86091 -2.65620  -0.465
9 C -2.20594 0.33577 -1.64727  -0.058
10 C -0.82160 0.51155 0.61623  -0.738
11 C -2.34893 -0.07519 -0.21376  0.660
12 C 1.11324 -0.33013 -0.39982  -0.551
13 H -0.60828 1.32816 -0.02484  0.530
14 H -1.30224 0.76911 1.59064  0.424
15 H 1.84932 0.48126 -0.35246  0.310
16 H 0.57424 -0.09715 -1.45133  0.241
17 H 1.67563 -1.25494 -0.43027  0.259

***

[7]
Formula: C4H4N2O4Pd
Source: the Open Molecules 2025 dataset
Level of theory: ωB97M-V with the def2-TZVPD basis set

Computed properties:
- charge = +2
- 2S+1 = 3
- orbital gap (alpha / beta) (Eh) = 0.3535 / 0.1826

Last column: Mulliken spin population.
Positions of all 15 atoms, in Å:
1 Pd 0.00051 0.43938 -1.66670  0.799
2 O -0.00085 -0.83819 0.45570  0.665
3 O 2.65919 -1.11630 -1.89842  0.002
4 O -2.66032 -1.11200 -1.89984  0.002
5 O 0.00153 2.31068 -4.29485  -0.007
6 N -0.00104 -1.10240 2.81289  0.249
7 N 0.00077 0.92877 1.76671  0.143
8 C -1.74097 -0.38116 -1.81836  0.067
9 C 1.74065 -0.38367 -1.81763  0.067
10 C 0.00128 1.66720 -3.32077  0.132
11 C -0.00042 -0.40077 1.62785  -0.094
12 H -0.00191 -2.08471 2.69427  -0.007
13 H 0.00118 1.42471 0.92820  -0.010
14 H 0.00113 1.37758 2.65001  -0.004
15 H -0.00072 -0.72914 3.78094  -0.007

***

[8]
Formula: C2H3F2I
Source: the Open Molecules 2025 dataset
Level of theory: ωB97M-V with the def2-TZVPD basis set

Computed properties:
- energy above the lowest of the compared OMol25 structures with the same formula, charge and spin (kJ/mol) = 498.25
- 2S+1 = 1
- orbital gap (alpha / beta) (Eh) = 0.3071 / 0.3529

Last column: Mulliken charge in e.
Positions of all 8 atoms, in Å:
1 I 0.00860 -1.13624 2.26145  0.089
2 F -0.99905 -1.35219 -0.46268  -0.185
3 F 1.99304 -0.12842 -0.71641  -0.261
4 C -0.24981 -0.54723 0.25784  0.052
5 C 0.70556 0.30398 -0.38910  -0.373
6 H 0.31011 0.73163 -1.28446  0.300
7 H -2.57624 0.98528 0.18159  0.023
8 H 0.80778 1.14317 0.15178  0.355